1.
{
  "formula": "C2H8NS",
  "method": "ωB97M-V/def2-TZVPD",
  "species": ["N", "H", "H", "H", "C", "C", "S", "H", "H", "H", "H", "H"],
  "positions_angstrom": [[1.173, -1.688, -3.434], [0.970, -1.812, -2.442], [2.104, -1.308, -3.524], [0.519, -0.987, -3.773], [0.068, 0.416, 1.975], [-1.285, 0.879, 1.402], [-1.091, 2.201, 0.190], [0.770, 0.302, 1.155], [-0.003, -0.467, 2.614], [0.467, 1.154, 2.676], [-1.871, 1.241, 2.249], [-1.822, 0.069, 0.912]],
  "e_lumo_ev": [0.80, -1.97],
  "homo_lumo_gap_ev": [10.2, 7.0],
  "relative_energy_kj_mol": 0.0,
  "multiplicity": 2,
  "charge": 0
}



2.
{
  "formula": "C25H16BrLaN3O2S",
  "method": "ωB97M-V/def2-TZVPD",
  "species": ["La", "O", "C", "C", "C", "C", "C", "C", "C", "N", "N", "C", "O", "C", "C", "C", "C", "C", "C", "H", "H", "H", "H", "H", "H", "H", "H", "H", "H", "Br", "C", "C", "C", "C", "C", "C", "C", "C", "C", "C", "H", "H", "H", "H", "H", "H", "S", "C", "N"],
  "positions_angstrom": [[-1.210, -0.067, 0.511], [-1.720, 1.538, 1.989], [-1.595, 2.817, 2.220], [-1.882, 3.344, 3.494], [-1.769, 4.691, 3.762], [-1.353, 5.587, 2.771], [-1.056, 5.082, 1.521], [-1.155, 3.718, 1.221], [-0.745, 3.309, -0.126], [-0.652, 2.112, -0.560], [-0.173, 2.026, -1.888], [-0.096, 0.793, -2.294], [-0.417, -0.268, -1.618], [0.403, 0.583, -3.693], [0.254, -0.674, -4.268], [0.693, -0.913, -5.566], [1.296, 0.105, -6.293], [1.455, 1.362, -5.717], [1.010, 1.601, -4.425], [-2.208, 2.643, 4.254], [-2.004, 5.057, 4.756], [-1.264, 6.645, 2.979], [-0.721, 5.751, 0.735], [-0.455, 4.101, -0.818], [-0.206, -1.457, -3.680], [0.567, -1.895, -6.007], [1.643, -0.079, -7.304], [1.930, 2.159, -6.278], [1.120, 2.574, -3.965], [1.264, 0.183, 2.488], [1.723, -1.663, 2.661], [2.721, -1.946, 3.539], [3.139, -3.293, 3.676], [2.561, -4.264, 2.914], [1.525, -3.955, 1.992], [0.947, -4.959, 1.170], [-0.035, -4.632, 0.281], [-0.508, -3.296, 0.201], [-0.024, -2.270, 0.977], [1.045, -2.623, 1.858], [3.192, -1.158, 4.112], [3.928, -3.536, 4.377], [2.889, -5.296, 2.996], [1.309, -5.979, 1.257], [-0.466, -5.398, -0.357], [-1.311, -3.106, -0.513], [-5.784, -2.456, 0.071], [-4.400, -1.609, 0.233], [-3.405, -0.994, 0.355]],
  "e_lumo_ev": 2.49,
  "homo_lumo_gap_ev": 7.8,
  "relative_energy_kj_mol": 34.9,
  "charge": -1
}



3.
{
  "formula": "C35H27N6O2PdSe",
  "method": "ωB97M-V/def2-TZVPD",
  "species": ["Pd", "C", "C", "N", "C", "C", "C", "C", "C", "C", "C", "C", "C", "N", "C", "H", "H", "H", "H", "H", "H", "H", "H", "O", "C", "N", "C", "C", "O", "N", "C", "C", "C", "C", "C", "C", "C", "C", "C", "C", "C", "C", "H", "H", "H", "H", "H", "H", "H", "H", "H", "H", "H", "C", "N", "C", "Se", "N", "C", "C", "C", "C", "C", "C", "H", "H", "H", "H", "H", "H", "H", "H"],
  "positions_angstrom": [[0.766, -0.182, -1.794], [1.032, 4.126, -0.927], [0.730, 2.762, -0.814], [1.142, 1.882, -1.704], [1.829, 2.310, -2.791], [2.198, 3.644, -2.969], [1.780, 4.563, -1.988], [2.969, 4.007, -4.123], [3.327, 3.079, -5.035], [2.925, 1.708, -4.892], [3.273, 0.703, -5.811], [2.846, -0.581, -5.596], [2.045, -0.860, -4.482], [1.697, 0.067, -3.609], [2.155, 1.335, -3.788], [0.676, 4.807, -0.168], [0.153, 2.382, 0.018], [2.039, 5.609, -2.090], [3.256, 5.043, -4.247], [3.913, 3.355, -5.902], [3.874, 0.952, -6.676], [3.101, -1.383, -6.273], [1.665, -1.857, -4.313], [-1.976, 0.820, -0.009], [-1.073, 0.305, 0.627], [-1.000, 0.199, 1.992], [0.273, -0.349, 2.439], [0.918, -0.677, 1.064], [2.012, -1.163, 0.901], [0.061, -0.268, 0.083], [1.096, 0.718, 3.160], [1.824, 1.656, 2.434], [2.497, 2.681, 3.080], [2.448, 2.782, 4.464], [1.726, 1.851, 5.194], [1.056, 0.822, 4.545], [0.123, -1.620, 3.264], [-1.114, -2.058, 3.717], [-1.218, -3.219, 4.474], [-0.084, -3.953, 4.780], [1.158, -3.513, 4.338], [1.264, -2.351, 3.591], [-1.586, 0.780, 2.568], [1.888, 1.577, 1.355], [3.072, 3.395, 2.505], [2.979, 3.577, 4.970], [1.687, 1.918, 6.273], [0.505, 0.092, 5.126], [-2.004, -1.483, 3.496], [-2.188, -3.543, 4.830], [-0.163, -4.857, 5.369], [2.049, -4.077, 4.580], [2.231, -2.010, 3.247], [-1.870, -3.243, 0.459], [-2.356, -2.453, -0.662], [-1.671, -2.126, -1.758], [0.133, -2.496, -2.137], [-2.491, -1.444, -2.574], [-3.738, -1.297, -1.983], [-4.904, -0.669, -2.396], [-5.974, -0.724, -1.524], [-5.885, -1.380, -0.289], [-4.723, -2.005, 0.118], [-3.649, -1.946, -0.758], [-0.786, -3.295, 0.414], [-2.285, -4.249, 0.415], [-2.172, -2.759, 1.383], [-2.194, -1.101, -3.472], [-4.974, -0.163, -3.349], [-6.906, -0.250, -1.800], [-6.750, -1.394, 0.361], [-4.653, -2.509, 1.072]],
  "e_lumo_ev": -3.40,
  "homo_lumo_gap_ev": 7.5,
  "relative_energy_kj_mol": 33.6,
  "charge": 1
}



4.
{
  "formula": "C14H19LiN3O7S2Se",
  "method": "ωB97M-V/def2-TZVPD",
  "species": ["Li", "O", "S", "O", "O", "C", "C", "C", "C", "C", "C", "S", "O", "O", "O", "H", "H", "H", "H", "C", "N", "C", "C", "N", "C", "C", "Se", "H", "H", "H", "H", "H", "H", "H", "H", "C", "N", "C", "C", "O", "H", "H", "H", "H", "H", "H", "H"],
  "positions_angstrom": [[-0.475, -0.422, -0.131], [-1.657, 1.299, 1.125], [-2.353, 1.207, -0.146], [-2.837, 2.485, -0.637], [-1.577, 0.474, -1.151], [-3.835, 0.213, 0.136], [-5.055, 0.825, -0.112], [-6.243, 0.149, 0.107], [-6.217, -1.147, 0.597], [-4.997, -1.763, 0.823], [-3.807, -1.088, 0.591], [-2.329, -2.105, 0.656], [-2.638, -3.204, 1.562], [-2.180, -2.544, -0.723], [-1.188, -1.332, 1.126], [-5.033, 1.832, -0.501], [-7.187, 0.634, -0.103], [-7.142, -1.676, 0.792], [-4.927, -2.779, 1.182], [1.095, -3.552, 1.661], [0.635, -2.637, 2.662], [-0.453, -2.800, 3.472], [-0.727, -1.598, 4.024], [0.187, -0.700, 3.545], [0.157, 0.721, 3.730], [0.986, -1.337, 2.676], [2.432, -0.646, 1.849], [0.696, -4.543, 1.866], [2.186, -3.565, 1.653], [0.735, -3.199, 0.693], [-0.959, -3.736, 3.565], [-1.492, -1.314, 4.717], [-0.244, 0.944, 4.718], [-0.461, 1.177, 2.950], [1.176, 1.098, 3.642], [0.545, -4.190, -1.937], [-0.244, -3.177, -2.596], [-1.402, -3.659, -3.304], [-0.218, -1.924, -2.126], [0.588, -1.518, -1.304], [0.981, -4.859, -2.683], [-0.072, -4.770, -1.247], [1.337, -3.687, -1.385], [-1.113, -4.485, -3.955], [-1.830, -2.855, -3.896], [-2.156, -3.995, -2.588], [-0.925, -1.256, -2.619]],
  "e_lumo_ev": 2.75,
  "homo_lumo_gap_ev": 7.0,
  "relative_energy_kj_mol": 71.8,
  "charge": -1
}